Entry 1:
16
Properties=species:S:1:pos:R:3 method="wB97M-V/def2-TZVPD" homo_ha=-0.464 total_charge=+1 gap_ev=8.0
C -1.374 0.047 0.457
C -0.577 0.575 1.392
C -0.894 0.418 -0.907
C 0.227 1.315 -1.074
C 1.880 0.281 1.099
C 0.934 -1.302 -0.475
N -1.435 -0.100 -1.998
O 0.624 -2.018 -1.279
O 1.483 -1.103 0.626
S 0.704 1.631 0.608
H -2.257 -0.423 0.824
H -0.605 0.628 2.468
H 2.954 0.633 0.911
H 1.787 0.105 2.101
H -2.256 -0.769 -1.839
H -1.196 0.082 -2.913



Entry 2:
15
Properties=species:S:1:pos:R:3 method="wB97M-V/def2-TZVPD" homo_ha=-0.359 total_charge=0 gap_ev=10.8
C 1.729 -0.604 0.303
C 0.456 0.189 0.498
C -0.952 -0.500 0.414
O -1.048 -1.612 -0.425
C -1.453 0.790 -0.272
O -0.821 0.708 -1.546
C -0.081 1.271 -0.447
H 2.594 0.064 0.239
H 1.700 -1.240 -0.585
H 1.884 -1.252 1.173
H 0.499 0.682 1.481
H -1.378 -0.780 1.379
H -0.937 -1.248 -1.322
H -2.390 1.330 -0.173
H 0.285 2.274 -0.645



Entry 3:
94
Properties=species:S:1:pos:R:3 method="wB97M-V/def2-TZVPD" homo_ha=-0.439 total_charge=+1 gap_ev=7.9
N 1.332 -0.903 -2.290
P 1.142 0.557 -1.737
C 2.692 1.037 -0.916
C 3.672 1.812 -1.435
N 4.680 1.869 -0.485
S 6.192 2.681 -0.607
C 4.302 1.153 0.578
P 5.143 0.764 2.206
O 5.330 2.206 2.900
O 6.616 0.133 1.963
N 3.075 0.653 0.364
C 2.248 -0.147 1.251
C 1.942 -1.517 0.692
O 2.748 -2.314 0.396
F 0.659 -1.775 0.606
H 2.263 -1.244 -2.084
H 0.821 1.457 -2.770
H 0.096 0.578 -0.807
H 3.741 2.310 -2.383
H 6.518 2.256 -1.839
H 5.555 2.024 3.824
H 6.545 -0.623 1.361
H 2.691 -0.281 2.229
H 1.314 0.385 1.414
C 0.467 -5.025 1.351
C 0.107 -4.570 2.748
O -1.163 -5.101 3.162
C -1.157 -6.350 3.614
O -0.209 -7.067 3.707
C -2.580 -6.742 4.044
F -3.479 -6.346 3.130
F -2.896 -6.159 5.207
F -2.691 -8.053 4.199
H -0.330 -4.773 0.649
H 1.388 -4.551 1.017
H 0.595 -6.106 1.315
H -0.006 -3.487 2.778
H 0.881 -4.837 3.468
C -3.178 4.384 -5.991
C -1.736 4.078 -6.329
O -0.838 4.628 -5.335
C -0.682 3.924 -4.236
O -1.195 2.876 -3.965
C 0.330 4.617 -3.310
F 0.117 5.924 -3.209
F 1.586 4.441 -3.767
F 0.271 4.090 -2.083
H -3.320 5.457 -5.862
H -3.833 4.035 -6.787
H -3.476 3.900 -5.061
H -1.457 4.551 -7.267
H -1.563 3.009 -6.435
C 5.964 5.450 2.264
C 6.666 5.746 3.572
O 6.913 7.151 3.721
C 5.884 7.873 4.153
O 4.795 7.459 4.417
C 6.308 9.343 4.309
F 7.012 9.757 3.251
F 7.070 9.484 5.400
F 5.245 10.126 4.436
H 6.531 5.856 1.425
H 5.850 4.375 2.127
H 4.975 5.906 2.236
H 7.643 5.269 3.594
H 6.099 5.372 4.424
C -4.668 -5.096 0.640
C -3.946 -5.743 -0.521
O -4.833 -6.573 -1.292
C -5.593 -5.944 -2.174
O -5.612 -4.767 -2.385
C -6.447 -6.964 -2.948
F -6.994 -7.862 -2.124
F -5.685 -7.619 -3.833
F -7.424 -6.354 -3.608
H -5.156 -5.850 1.256
H -3.966 -4.537 1.258
H -5.442 -4.412 0.288
H -3.165 -6.406 -0.155
H -3.473 -5.002 -1.164
C -6.403 -1.763 -1.006
C -5.780 -1.303 0.294
O -4.367 -1.035 0.132
C -4.054 0.139 -0.382
O -4.801 1.003 -0.728
C -2.524 0.277 -0.441
F -1.932 -0.827 -0.914
F -2.009 0.505 0.784
F -2.151 1.294 -1.219
H -5.871 -2.626 -1.405
H -7.446 -2.036 -0.847
H -6.364 -0.977 -1.759
H -5.843 -2.088 1.044
H -6.281 -0.424 0.695



Entry 4:
14
Properties=species:S:1:pos:R:3 method="wB97M-V/def2-TZVPD" homo_ha=-0.342 total_charge=0 gap_ev=10.2
O -0.454 1.994 -0.796
C -0.187 0.681 -0.425
C 1.110 0.450 0.304
C 0.334 -0.860 0.535
C -0.991 -0.070 0.610
C 0.188 -1.087 -0.944
H -1.337 2.278 -0.514
H 1.273 1.095 1.169
H 1.991 0.415 -0.348
H 0.569 -1.597 1.292
H -1.885 -0.595 0.250
H -1.181 0.461 1.548
H 1.129 -1.309 -1.473
H -0.561 -1.855 -1.209



Entry 5:
45
Properties=species:S:1:pos:R:3 method="wB97M-V/def2-TZVPD" homo_ha=-0.324 total_charge=0 gap_ev=7.6
C -2.008 -0.483 1.346
P -2.016 0.622 -0.133
O -0.535 0.411 -0.791
C -2.996 -0.415 -1.257
C -4.334 -0.453 -1.396
S -5.575 0.458 -0.553
C -6.706 -0.745 0.039
O -6.243 1.238 -1.560
O -4.996 1.144 0.568
C -4.664 -1.465 -2.455
O -5.678 -2.065 -2.621
O -3.501 -1.689 -3.154
C -2.469 -1.420 -2.248
O -1.436 -1.979 -2.261
H -2.262 -1.512 1.084
H -1.017 -0.454 1.797
H -2.776 -0.095 2.016
H 0.136 0.926 -0.317
H -6.336 -1.229 0.942
H -7.603 -0.164 0.268
H -6.931 -1.471 -0.741
C 4.150 -1.038 -2.158
C 2.741 -0.468 -2.166
C 2.627 0.731 -3.094
O 2.345 -0.107 -0.843
H 4.862 -0.287 -1.802
H 4.212 -1.896 -1.488
H 4.456 -1.353 -3.156
H 2.035 -1.238 -2.478
H 3.295 1.531 -2.765
H 1.609 1.122 -3.085
H 2.889 0.465 -4.119
H 2.945 0.578 -0.523
C 4.350 1.293 2.301
C 3.133 1.494 3.191
C 3.304 0.802 4.534
O 1.960 1.014 2.533
H 4.493 0.229 2.094
H 4.209 1.801 1.345
H 5.259 1.676 2.766
H 2.968 2.560 3.350
H 3.426 -0.275 4.392
H 2.423 0.956 5.157
H 4.177 1.179 5.067
H 2.078 0.070 2.375



Entry 6:
64
Properties=species:S:1:pos:R:3 method="wB97M-V/def2-TZVPD" homo_ha="-0.197 / -0.231" spin_multiplicity=4 total_charge=0 gap_ev="5.5 / 6.4"
V -0.718 1.381 -0.538
C -4.023 2.853 -2.776
C -2.824 2.334 -2.003
O -1.989 1.604 -2.563
O -2.722 2.521 -0.777
H -4.670 3.410 -2.098
H -4.534 1.968 -3.155
H -3.625 3.490 -3.565
C 3.123 3.151 -0.644
C 1.736 3.821 -0.541
O 0.678 3.025 -0.087
H 3.357 2.504 0.201
H 3.917 3.898 -0.630
H 3.225 2.603 -1.581
H 1.476 4.381 -1.440
H 1.822 4.726 0.060
C -3.490 0.292 2.573
C -2.302 1.270 2.448
O -1.533 1.117 1.491
N -2.163 2.257 3.367
C -1.055 3.187 3.216
H -4.383 0.826 2.897
H -3.227 -0.496 3.279
H -3.698 -0.139 1.594
H -2.687 2.139 4.222
H -0.997 3.871 4.063
H -1.224 3.761 2.304
H -0.164 2.568 3.117
O 0.649 0.343 -1.919
C 1.518 -0.450 -2.426
O 1.146 -1.429 -3.185
C 2.177 -2.240 -3.665
C 3.429 -1.596 -3.121
C 2.951 -0.517 -2.112
H 2.065 -2.383 -4.740
H 1.944 -3.169 -3.145
H 3.993 -1.126 -3.927
H 4.062 -2.217 -2.487
H 3.458 0.432 -2.291
H 3.057 -0.730 -1.049
O -1.435 -0.703 -0.603
C -1.503 -1.874 -0.950
O -2.575 -2.344 -1.652
C -2.350 -3.699 -2.017
C -0.885 -3.961 -1.650
C -0.541 -3.001 -0.587
H -2.638 -3.849 -3.057
H -3.105 -4.261 -1.467
H -0.249 -3.633 -2.473
H -0.625 -4.992 -1.412
H 0.496 -2.686 -0.700
H -0.635 -3.407 0.421
O 0.909 -0.051 0.818
C 1.277 -0.589 1.859
O 2.196 -1.496 1.806
C 2.303 -2.199 3.093
C 1.749 -1.230 4.098
C 0.643 -0.568 3.259
H 3.329 -2.391 3.407
H 1.767 -3.143 3.192
H 2.541 -0.557 4.426
H 1.534 -1.825 4.986
H 0.308 0.392 3.651
H -0.263 -1.169 3.184



Entry 7:
13
Properties=species:S:1:pos:R:3 method="wB97M-V/def2-TZVPD" homo_ha=-0.298 total_charge=0 gap_ev=8.5
C 0.361 0.458 -0.616
C -2.188 -0.394 -0.153
C 1.775 0.799 -0.327
N -2.629 -1.027 0.872
N -0.388 -0.111 0.246
S -0.034 -0.625 1.755
S -2.644 0.151 -1.571
H -0.071 0.707 -1.577
H 1.962 0.711 0.743
H 1.997 1.812 -0.655
H 2.446 0.117 -0.849
H -1.893 -1.140 1.630
H -3.577 -1.354 0.942



Entry 8:
58
Properties=species:S:1:pos:R:3 method="wB97M-V/def2-TZVPD" homo_ha=-0.304 total_charge=0 gap_ev=8.1
C 9.149 1.407 0.363
C 8.370 0.113 0.171
C 6.875 0.265 0.054
C 6.090 -0.884 0.011
C 4.717 -0.824 -0.103
C 4.086 0.416 -0.179
N 2.705 0.551 -0.292
C 1.741 -0.391 -0.386
O 1.902 -1.595 -0.384
C 0.379 0.298 -0.548
O 0.366 1.513 -0.725
C -0.836 -0.480 -0.539
C -1.997 0.021 -1.105
N -3.017 -0.844 -0.959
C -4.352 -0.612 -1.441
C -4.789 0.843 -1.200
O -5.072 1.555 -2.145
N -4.838 1.268 0.075
C -4.551 0.512 1.273
C -3.307 1.069 1.969
C -3.509 2.550 2.281
C -3.858 3.300 0.999
C -5.086 2.673 0.342
C -2.564 -1.946 -0.266
C -3.256 -3.077 0.145
C -2.561 -4.026 0.865
C -1.212 -3.848 1.170
C -0.518 -2.730 0.760
C -1.189 -1.761 0.018
C 4.860 1.572 -0.137
C 6.235 1.495 -0.023
H 9.035 2.063 -0.497
H 10.208 1.184 0.479
H 8.812 1.932 1.254
H 8.579 -0.557 1.011
H 8.733 -0.391 -0.731
H 6.570 -1.851 0.069
H 4.127 -1.724 -0.138
H 2.343 1.501 -0.369
H -2.119 0.948 -1.633
H -4.401 -0.772 -2.525
H -5.046 -1.305 -0.959
H -4.420 -0.546 1.055
H -5.413 0.615 1.946
H -3.123 0.504 2.883
H -2.441 0.951 1.316
H -2.603 2.964 2.724
H -4.321 2.664 3.004
H -4.059 4.350 1.212
H -3.015 3.248 0.306
H -5.316 3.157 -0.608
H -5.953 2.757 1.007
H -4.301 -3.219 -0.089
H -3.069 -4.918 1.199
H -0.700 -4.610 1.740
H 0.528 -2.618 0.985
H 4.377 2.538 -0.196
H 6.803 2.411 0.005



Entry 9:
15
Properties=species:S:1:pos:R:3 method="wB97M-V/def2-TZVPD" homo_ha=-0.507 total_charge=+1 gap_ev=8.8
O 1.649 2.103 -0.009
C 0.797 1.073 0.042
N 1.223 -0.264 0.172
I 3.327 -0.470 -0.011
C 0.319 -1.278 0.452
C -0.902 -0.950 -0.431
C -1.487 0.350 -0.003
O -0.473 1.397 0.125
H 1.272 3.070 -0.202
H -0.065 -1.201 1.451
H 0.805 -2.167 0.179
H -0.432 -0.965 -1.440
H -1.635 -1.739 -0.411
H -2.235 0.666 -0.823
H -2.163 0.376 0.909



Entry 10:
9
Properties=species:S:1:pos:R:3 method="wB97M-V/def2-TZVPD" homo_ha="-0.323 / -0.299" total_charge=0 gap_ev="8.0 / 7.6"
C -0.440 0.746 -0.263
C 0.718 -0.335 -0.302
S 2.228 0.281 -1.155
P 1.249 1.770 -2.214
N -0.370 1.646 -1.269
H -1.392 0.269 -0.230
H -0.295 1.324 0.646
H 0.945 -0.649 0.693
H 0.543 -1.258 -0.735



Entry 11:
126
Properties=species:S:1:pos:R:3 method="wB97M-V/def2-TZVPD" homo_ha=-0.289 total_charge=0 gap_ev=6.8
O 10.761 -7.275 -0.529
C 9.569 -7.158 -0.720
C 8.675 -8.427 -0.617
C 7.318 -8.340 -0.664
C 6.713 -6.907 -0.778
O 5.521 -6.758 -0.596
C 7.586 -5.682 -1.135
C 7.007 -4.293 -1.561
C 5.869 -3.741 -0.603
C 4.555 -3.405 -1.415
C 3.293 -4.311 -0.993
C 2.165 -3.321 -0.519
C 0.816 -4.061 -0.093
C -0.301 -2.944 -0.053
C -1.765 -3.482 0.193
C -1.890 -4.617 1.283
C -1.743 -6.087 0.743
C -2.963 -6.572 -0.154
C -2.629 -6.256 -1.668
N -2.523 -7.440 -2.541
C -2.270 -8.775 -2.267
C -2.281 -9.395 -3.582
C -2.535 -8.379 -4.637
C -2.663 -7.135 -3.893
C 8.952 -5.794 -1.094
H 9.123 -9.447 -0.543
H 6.654 -9.234 -0.617
H 7.827 -3.548 -1.708
H 6.555 -4.457 -2.583
H 6.255 -2.783 -0.152
H 5.656 -4.413 0.270
H 4.289 -2.332 -1.187
H 4.667 -3.461 -2.526
H 3.608 -4.989 -0.160
H 3.033 -4.917 -1.894
H 1.897 -2.694 -1.420
H 2.584 -2.690 0.303
H 0.600 -4.903 -0.792
H 1.013 -4.421 0.959
H -0.302 -2.477 -1.079
H 0.016 -2.165 0.684
H -2.362 -2.604 0.581
H -2.207 -3.735 -0.801
H -2.922 -4.525 1.725
H -1.133 -4.433 2.089
H -1.741 -6.761 1.649
H -0.789 -6.277 0.195
H -3.867 -5.992 0.187
H -3.184 -7.655 0.035
H -3.424 -5.575 -2.080
H -1.685 -5.643 -1.675
H -2.123 -9.205 -1.262
H -2.143 -10.477 -3.799
H -2.620 -8.531 -5.730
H -2.840 -6.123 -4.323
H 9.602 -4.916 -1.328
O 0.272 0.195 -1.204
N -0.894 0.164 -0.860
O -1.745 -0.562 -1.360
C -1.313 1.059 0.220
C -0.386 1.925 0.787
C -0.792 2.788 1.795
C -2.112 2.778 2.231
C -3.029 1.901 1.664
C -2.632 1.036 0.654
H 0.644 1.941 0.455
H -0.081 3.473 2.240
H -2.429 3.458 3.015
H -4.056 1.894 2.008
H -3.354 0.359 0.217
O -0.459 3.355 -5.866
N -1.090 2.685 -6.663
O -1.192 2.942 -7.852
C -1.778 1.492 -6.161
C -1.719 1.186 -4.807
C -2.392 0.070 -4.331
C -3.114 -0.732 -5.206
C -3.161 -0.425 -6.561
C -2.492 0.691 -7.043
H -1.159 1.805 -4.117
H -2.357 -0.173 -3.275
H -3.644 -1.600 -4.831
H -3.722 -1.054 -7.240
H -2.537 0.924 -8.100
O -1.406 5.524 3.445
N -2.326 5.416 4.235
O -3.445 5.019 3.943
C -2.077 5.793 5.630
C -0.830 6.283 5.993
C -0.605 6.660 7.308
C -1.623 6.541 8.249
C -2.865 6.039 7.878
C -3.097 5.663 6.564
H -0.031 6.380 5.268
H 0.367 7.051 7.598
H -1.446 6.842 9.276
H -3.654 5.945 8.615
H -4.069 5.276 6.283
O 2.066 7.492 6.997
N 2.488 8.638 6.927
O 2.180 9.430 6.059
C 3.430 9.083 7.958
C 3.833 8.193 8.945
C 4.743 8.611 9.905
C 5.238 9.909 9.875
C 4.821 10.795 8.890
C 3.913 10.383 7.925
H 3.453 7.180 8.976
H 5.069 7.924 10.676
H 5.953 10.231 10.624
H 5.207 11.807 8.872
H 3.597 11.080 7.159
O -7.413 3.047 -3.863
N -6.377 2.896 -4.487
O -5.608 1.964 -4.332
C -6.031 3.907 -5.492
C -6.863 5.003 -5.673
C -6.519 5.970 -6.608
C -5.354 5.832 -7.354
C -4.533 4.726 -7.173
C -4.870 3.758 -6.237
H -7.772 5.119 -5.097
H -7.157 6.833 -6.754
H -5.085 6.592 -8.080
H -3.627 4.621 -7.758
H -4.222 2.902 -6.102



Entry 12:
19
Properties=species:S:1:pos:R:3 method="wB97M-V/def2-TZVPD" homo_ha=-0.349 total_charge=0 gap_ev=10.2
C 1.383 -1.384 0.932
C 0.765 -0.026 0.725
O 0.533 0.620 1.973
C -0.637 -0.228 0.021
N -1.524 -0.803 1.051
C -1.157 1.092 -0.486
O -0.431 1.811 -1.131
H 2.447 -1.443 1.176
H 1.330 -2.000 0.020
H 0.875 -2.029 1.647
H 1.352 0.724 0.195
H 0.622 0.039 2.715
H -0.594 -0.900 -0.833
H -1.804 -0.054 1.685
H -2.381 -1.230 0.726
H -2.196 1.424 -0.340
O 0.736 -0.611 -2.815
H 0.355 0.259 -2.653
H 1.541 -0.690 -2.308